{"formula": "C31H41BBrMoN7O7", "method": "wB97M-V/def2-TZVPD", "elements": ["Mo", "O", "C", "C", "N", "C", "C", "O", "O", "C", "C", "O", "O", "H", "H", "H", "H", "H", "H", "H", "H", "H", "C", "C", "C", "C", "C", "C", "N", "N", "B", "N", "C", "C", "C", "N", "C", "C", "C", "N", "C", "C", "C", "N", "C", "C", "C", "H", "H", "H", "H", "H", "H", "H", "H", "H", "H", "H", "H", "H", "H", "H", "H", "H", "H", "H", "H", "H", "H", "H", "H", "H", "H", "H", "H", "Br", "C", "C", "C", "C", "C", "C", "C", "O", "O", "H", "H", "H", "H"], "xyz": [[-0.213, 0.216, -0.013], [-2.810, -1.503, 1.259], [-3.160, -0.798, 2.441], [-3.250, 0.672, 2.122], [-1.964, 1.317, 1.788], [-1.052, 1.258, 2.924], [-0.325, -0.069, 2.946], [0.091, -0.588, 3.942], [-0.216, -0.629, 1.735], [-2.187, 2.670, 1.280], [-1.375, 3.001, 0.044], [-1.524, 4.015, -0.570], [-0.430, 2.096, -0.251], [-2.381, -2.329, 1.503], [-4.144, -1.111, 2.800], [-2.447, -0.995, 3.247], [-3.915, 0.794, 1.272], [-3.687, 1.177, 2.993], [-0.292, 2.034, 2.822], [-1.554, 1.394, 3.885], [-3.226, 2.799, 0.990], [-1.959, 3.432, 2.031], [-1.121, -4.329, -2.459], [-1.709, -3.661, -1.205], [-2.747, -2.637, -1.639], [-0.545, -3.231, -0.338], [0.139, -4.167, 0.447], [1.316, -3.551, 0.814], [1.322, -2.324, 0.304], [0.166, -2.085, -0.391], [2.533, -1.351, 0.267], [2.557, -0.304, 1.403], [3.292, -0.358, 2.516], [3.210, 0.858, 3.148], [2.383, 1.642, 2.328], [1.962, 0.919, 1.271], [2.165, 3.127, 2.534], [3.523, 3.787, 2.813], [1.473, 3.849, 1.379], [2.478, -0.553, -1.042], [3.459, -0.348, -1.918], [3.046, 0.592, -2.837], [1.744, 0.935, -2.462], [1.418, 0.234, -1.366], [0.866, 1.936, -3.151], [0.790, 1.591, -4.640], [1.410, 3.352, -2.949], [-1.924, -4.690, -3.106], [-0.474, -5.170, -2.204], [-0.531, -3.600, -3.019], [-2.209, -4.440, -0.623], [-2.329, -1.999, -2.413], [-3.102, -2.012, -0.822], [-3.603, -3.162, -2.069], [-0.166, -5.183, 0.652], [2.159, -3.914, 1.382], [3.550, -1.994, 0.311], [3.852, -1.246, 2.766], [3.696, 1.151, 4.065], [1.562, 3.250, 3.441], [4.191, 3.649, 1.958], [4.012, 3.370, 3.694], [3.388, 4.859, 2.975], [1.715, 3.395, 0.418], [1.782, 4.895, 1.355], [0.393, 3.847, 1.487], [4.393, -0.877, -1.814], [3.604, 0.981, -3.674], [-0.122, 1.895, -2.708], [1.771, 1.705, -5.110], [0.096, 2.261, -5.153], [0.471, 0.559, -4.793], [2.425, 3.444, -3.348], [1.429, 3.616, -1.889], [0.772, 4.074, -3.463], [-5.863, -0.374, -6.855], [-4.849, -0.083, -5.283], [-3.469, -0.159, -5.346], [-2.734, 0.043, -4.186], [-3.368, 0.337, -2.989], [-4.755, 0.421, -2.949], [-5.505, 0.201, -4.095], [-2.600, 0.565, -1.723], [-3.088, 1.220, -0.820], [-1.379, 0.061, -1.706], [-2.976, -0.378, -6.284], [-1.657, -0.032, -4.210], [-5.238, 0.658, -2.010], [-6.585, 0.254, -4.069]], "e_lumo_ev": [-0.452, -0.340], "homo_energy_ev": [-8.7, -9.0], "multiplicity": 3, "e_tot_ha": -4783.122292}



{"formula": "C31H41Cl3N4O2PbSbSi3", "method": "wB97M-V/def2-TZVPD", "elements": ["Pb", "Cl", "C", "C", "C", "Cl", "C", "O", "C", "Cl", "C", "H", "H", "N", "C", "C", "C", "C", "C", "C", "C", "C", "C", "C", "C", "C", "H", "H", "H", "H", "H", "H", "H", "H", "H", "H", "N", "C", "O", "C", "C", "N", "C", "N", "H", "H", "C", "Si", "C", "C", "Sb", "Si", "C", "C", "C", "Si", "C", "C", "C", "H", "H", "H", "H", "H", "H", "H", "H", "H", "H", "H", "H", "H", "H", "H", "H", "H", "H", "H", "H", "H", "H", "H", "H", "H", "H", "H"], "xyz": [[0.962, -1.901, 1.007], [3.535, 2.246, 5.714], [2.453, 1.930, 4.404], [2.958, 1.754, 3.132], [2.081, 1.508, 2.088], [2.747, 1.273, 0.495], [0.686, 1.424, 2.273], [-0.207, 1.119, 1.279], [0.230, 1.614, 3.589], [-1.470, 1.547, 3.915], [1.093, 1.863, 4.639], [4.027, 1.792, 2.955], [0.699, 2.007, 5.637], [2.865, -3.351, 0.016], [2.875, -3.129, -1.390], [4.005, -2.596, -2.003], [4.020, -2.368, -3.370], [2.895, -2.663, -4.130], [1.762, -3.172, -3.507], [1.722, -3.411, -2.133], [0.470, -3.957, -1.505], [-0.104, -5.094, -2.084], [-1.317, -5.593, -1.625], [-1.983, -4.936, -0.599], [-1.395, -3.825, -0.001], [-0.162, -3.321, -0.418], [3.786, -3.320, 0.428], [2.405, -4.221, 0.278], [4.887, -2.383, -1.405], [4.914, -1.975, -3.843], [2.909, -2.511, -5.203], [0.875, -3.395, -4.093], [0.425, -5.605, -2.883], [-1.739, -6.486, -2.071], [-2.946, -5.295, -0.254], [-1.922, -3.337, 0.823], [-2.652, -1.937, 4.088], [-1.514, -2.306, 3.467], [-1.032, -1.574, 2.561], [-0.901, -3.550, 3.884], [0.291, -3.803, 3.206], [1.217, -3.726, 2.512], [-1.533, -4.422, 4.812], [-2.117, -5.086, 5.556], [-3.102, -1.087, 3.806], [-3.040, -2.484, 4.838], [-0.407, 2.006, -3.762], [0.302, 0.865, -2.473], [2.134, 0.779, -2.630], [-0.572, -0.758, -2.380], [-0.541, 2.206, -0.400], [0.424, 4.619, -0.026], [-0.216, 5.479, -1.539], [-0.376, 5.221, 1.525], [2.262, 4.660, 0.020], [-3.078, 1.598, -0.030], [-3.057, -0.139, 0.567], [-3.727, 2.884, 1.124], [-3.851, 1.838, -1.699], [-0.217, 1.616, -4.770], [0.056, 3.000, -3.701], [-1.493, 2.134, -3.653], [2.378, 0.503, -3.664], [2.563, 0.014, -1.975], [2.610, 1.740, -2.411], [-0.271, -1.393, -3.223], [-1.657, -0.616, -2.427], [-0.336, -1.304, -1.459], [-1.294, 5.333, -1.675], [0.295, 5.136, -2.447], [-0.034, 6.557, -1.442], [-1.442, 5.411, 1.375], [0.099, 6.161, 1.835], [-0.267, 4.503, 2.348], [2.703, 4.120, -0.822], [2.663, 4.241, 0.947], [2.573, 5.712, -0.046], [-2.354, -0.256, 1.401], [-2.759, -0.831, -0.228], [-4.059, -0.422, 0.913], [-3.258, 2.822, 2.104], [-4.808, 2.748, 1.253], [-3.558, 3.882, 0.719], [-3.339, 1.276, -2.488], [-3.854, 2.900, -1.971], [-4.896, 1.497, -1.673]], "e_lumo_ev": -3.317, "homo_energy_ev": -10.1, "total_charge": 1, "e_tot_ha": -4257.450914}



{"formula": "C31H41F5NO4S", "method": "wB97M-V/def2-TZVPD", "elements": ["O", "S", "O", "O", "C", "C", "C", "C", "C", "C", "C", "C", "C", "C", "F", "F", "C", "F", "F", "F", "C", "C", "O", "N", "H", "H", "H", "H", "H", "H", "H", "H", "H", "H", "H", "H", "H", "H", "H", "H", "H", "H", "H", "H", "H", "H", "H", "C", "C", "C", "C", "C", "C", "H", "H", "H", "H", "H", "H", "C", "C", "C", "C", "C", "C", "H", "H", "H", "H", "H", "H", "C", "C", "C", "C", "C", "C", "H", "H", "H", "H", "H", "H"], "xyz": [[-5.493, 0.041, 2.637], [-5.529, -0.617, 1.365], [-6.801, -0.869, 0.792], [-4.776, -2.007, 1.515], [-4.516, 0.310, 0.233], [-3.037, 0.013, 0.397], [-2.181, 1.093, -0.258], [-0.694, 0.819, -0.002], [0.161, 0.560, -1.234], [1.459, -0.114, -0.778], [2.373, -0.470, -1.942], [3.435, -1.519, -1.548], [3.869, -2.308, -2.782], [5.282, -2.865, -2.763], [6.177, -1.969, -3.248], [5.319, -3.964, -3.578], [5.792, -3.363, -1.395], [6.960, -4.032, -1.558], [6.008, -2.323, -0.544], [4.863, -4.200, -0.844], [2.160, 0.773, 0.261], [1.267, 1.417, 1.310], [1.883, 2.543, 1.882], [-0.007, 1.934, 0.729], [-3.987, -1.884, 2.051], [-4.689, 1.358, 0.448], [-4.862, 0.138, -0.779], [-2.769, -0.016, 1.454], [-2.787, -0.962, -0.009], [-2.398, 1.102, -1.319], [-2.442, 2.058, 0.169], [-0.615, -0.082, 0.598], [0.427, 1.511, -1.697], [-0.380, -0.035, -1.957], [1.160, -1.028, -0.265], [1.747, -0.874, -2.732], [2.857, 0.437, -2.290], [2.963, -2.171, -0.823], [4.270, -0.991, -1.109], [3.841, -1.630, -3.630], [3.196, -3.122, -3.014], [2.855, 0.144, 0.811], [2.756, 1.558, -0.196], [0.987, 0.729, 2.102], [2.449, 2.207, 2.581], [0.187, 2.675, 0.057], [-0.593, 2.292, 1.480], [-0.473, -4.952, 0.696], [-1.020, -5.789, 1.658], [-1.529, -5.260, 2.835], [-1.497, -3.890, 3.052], [-0.951, -3.054, 2.089], [-0.438, -3.582, 0.912], [-0.076, -5.367, -0.221], [-1.050, -6.857, 1.489], [-1.951, -5.915, 3.585], [-1.895, -3.478, 3.971], [-0.925, -1.981, 2.260], [-0.010, -2.929, 0.160], [5.858, 2.501, 1.071], [5.072, 3.380, 1.806], [5.651, 4.176, 2.786], [7.015, 4.096, 3.025], [7.799, 3.219, 2.288], [7.221, 2.419, 1.313], [5.409, 1.880, 0.304], [4.011, 3.449, 1.611], [5.040, 4.859, 3.362], [7.468, 4.718, 3.785], [8.863, 3.160, 2.474], [7.834, 1.735, 0.740], [-7.100, 2.925, -1.150], [-7.029, 3.753, -2.263], [-7.723, 3.421, -3.417], [-8.492, 2.266, -3.456], [-8.565, 1.441, -2.343], [-7.867, 1.767, -1.189], [-6.562, 3.187, -0.246], [-6.438, 4.660, -2.228], [-7.669, 4.065, -4.285], [-9.038, 2.011, -4.355], [-9.167, 0.542, -2.373], [-7.920, 1.123, -0.321]], "e_lumo_ev": -3.084, "homo_energy_ev": -11.0, "total_charge": 1, "e_tot_ha": -2458.861695}